[1]
{
  "formula": "C40H92B2N11O15",
  "method": "the ωB97M-V functional and the def2-TZVPD basis",
  "elements": ["C", "O", "C", "C", "C", "C", "C", "C", "C", "N", "C", "C", "B", "O", "O", "B", "O", "N", "C", "C", "C", "O", "O", "H", "H", "H", "H", "H", "H", "H", "H", "H", "H", "H", "H", "H", "H", "H", "H", "H", "H", "H", "H", "H", "H", "H", "H", "H", "H", "H", "H", "H", "C", "O", "N", "C", "C", "H", "H", "H", "H", "H", "H", "H", "C", "O", "N", "C", "C", "H", "H", "H", "H", "H", "H", "H", "C", "O", "N", "C", "C", "H", "H", "H", "H", "H", "H", "H", "C", "O", "N", "C", "C", "H", "H", "H", "H", "H", "H", "H", "C", "O", "N", "C", "C", "H", "H", "H", "H", "H", "H", "H", "C", "O", "N", "C", "C", "H", "H", "H", "H", "H", "H", "H", "C", "O", "N", "C", "C", "H", "H", "H", "H", "H", "H", "H", "C", "O", "N", "C", "C", "H", "H", "H", "H", "H", "H", "H", "C", "O", "N", "C", "C", "H", "H", "H", "H", "H", "H", "H"],
  "coordinates": [[2.591, -2.174, -1.470], [2.580, -0.765, -1.309], [3.568, -0.158, -2.166], [3.005, 0.042, -3.623], [2.217, 1.402, -3.679], [0.709, 1.206, -3.307], [0.095, 2.491, -2.638], [-1.120, 2.140, -1.724], [-2.370, 1.676, -2.540], [-3.645, 1.831, -1.835], [-4.230, 0.574, -1.324], [-3.147, -0.214, -0.520], [-3.733, -1.223, 0.571], [-3.739, -2.613, 0.429], [-4.248, -0.769, 1.787], [-4.929, -0.304, -2.489], [-5.590, 0.458, -3.512], [-4.885, -1.782, -2.520], [-6.117, -2.389, -1.953], [-4.600, -2.297, -3.868], [-5.438, 0.993, -0.392], [-5.422, 2.104, 0.156], [-6.413, 0.209, -0.246], [1.591, -2.604, -1.276], [2.878, -2.459, -2.510], [3.352, -2.622, -0.788], [4.496, -0.772, -2.186], [3.808, 0.829, -1.730], [2.346, -0.828, -3.831], [3.896, 0.055, -4.303], [2.750, 2.126, -3.017], [2.253, 1.724, -4.742], [0.153, 0.918, -4.221], [0.656, 0.389, -2.557], [-0.142, 3.273, -3.390], [0.905, 2.883, -1.987], [-0.773, 1.347, -1.026], [-1.435, 3.018, -1.126], [-2.175, 0.657, -2.949], [-2.413, 2.357, -3.428], [-4.312, 2.377, -2.365], [-2.469, -0.765, -1.213], [-2.533, 0.538, 0.020], [-3.216, -2.843, -0.353], [-4.072, 0.189, 1.757], [-4.908, 0.556, -4.200], [-5.840, -2.866, -0.989], [-6.949, -1.675, -1.810], [-6.487, -3.226, -2.593], [-3.666, -1.826, -4.249], [-4.439, -3.396, -3.802], [-5.419, -2.099, -4.601], [-4.563, -1.276, 6.850], [-4.890, -0.998, 7.993], [-5.410, -1.520, 5.835], [-4.946, -1.849, 4.494], [-6.838, -1.454, 6.087], [-3.502, -1.351, 6.555], [-5.319, -1.108, 3.791], [-5.328, -2.834, 4.217], [-3.859, -1.864, 4.450], [-7.098, -0.456, 6.441], [-7.104, -2.177, 6.862], [-7.390, -1.674, 5.176], [5.355, 0.333, -6.960], [4.365, -0.201, -6.495], [5.393, 1.570, -7.495], [6.615, 2.143, -8.032], [4.172, 2.354, -7.531], [6.333, -0.177, -6.979], [6.852, 3.058, -7.483], [6.469, 2.379, -9.082], [7.445, 1.444, -7.936], [3.800, 2.493, -6.514], [3.415, 1.818, -8.107], [4.360, 3.323, -7.988], [0.818, -0.002, 5.022], [0.731, 0.671, 4.016], [0.021, 0.117, 6.110], [0.185, -0.721, 7.279], [-1.030, 1.119, 6.102], [1.583, -0.791, 5.130], [-0.735, -1.285, 7.453], [0.394, -0.094, 8.149], [1.009, -1.420, 7.139], [-1.708, 0.920, 5.270], [-0.588, 2.107, 5.962], [-1.584, 1.096, 7.039], [7.513, -0.869, -3.516], [6.598, -0.159, -3.874], [7.553, -2.212, -3.679], [8.675, -3.010, -3.230], [6.429, -2.869, -4.326], [8.409, -0.464, -3.015], [9.115, -3.530, -4.084], [8.328, -3.745, -2.500], [9.434, -2.381, -2.767], [6.299, -2.463, -5.331], [5.519, -2.676, -3.756], [6.603, -3.942, -4.385], [2.595, 4.823, -1.177], [3.098, 4.160, -2.067], [2.126, 6.078, -1.309], [1.528, 6.797, -0.194], [2.217, 6.729, -2.601], [2.474, 4.425, -0.156], [0.508, 7.058, -0.446], [2.099, 7.708, -0.005], [1.528, 6.182, 0.705], [1.671, 6.142, -3.342], [3.264, 6.786, -2.906], [1.797, 7.732, -2.547], [-7.615, -6.514, 8.792], [-8.544, -7.245, 8.494], [-6.687, -6.049, 7.932], [-5.605, -5.181, 8.364], [-6.774, -6.428, 6.533], [-7.455, -6.167, 9.826], [-5.665, -4.235, 7.820], [-4.652, -5.666, 8.145], [-5.668, -4.985, 9.428], [-7.730, -6.096, 6.125], [-6.720, -7.515, 6.448], [-5.960, -5.977, 5.969], [-1.198, 8.349, 1.566], [-0.384, 8.494, 0.669], [-2.383, 7.720, 1.442], [-3.303, 7.582, 2.555], [-2.751, 7.160, 0.151], [-1.016, 8.734, 2.584], [-3.477, 6.523, 2.750], [-4.249, 8.064, 2.302], [-2.895, 8.047, 3.451], [-2.007, 6.422, -0.150], [-2.773, 7.956, -0.596], [-3.729, 6.686, 0.209], [-3.428, -6.700, 11.304], [-4.301, -5.953, 10.909], [-3.445, -8.044, 11.175], [-2.370, -8.880, 11.668], [-4.582, -8.669, 10.518], [-2.525, -6.324, 11.814], [-1.936, -9.440, 10.837], [-2.766, -9.580, 12.408], [-1.593, -8.274, 12.133], [-4.671, -8.284, 9.501], [-5.496, -8.423, 11.062], [-4.454, -9.749, 10.490], [9.052, 2.126, -10.780], [8.028, 2.719, -10.501], [10.288, 2.670, -10.780], [11.468, 1.902, -11.123], [10.436, 4.071, -10.425], [9.048, 1.059, -11.062], [12.158, 1.902, -10.276], [11.957, 2.356, -11.988], [11.201, 0.874, -11.365], [10.054, 4.232, -9.416], [9.854, 4.683, -11.117], [11.483, 4.363, -10.471]],
  "homo_ev": -4.36,
  "total_charge": -1,
  "gap_ev": 5.77
}



[2]
{
  "formula": "C3H7NO3",
  "method": "the ωB97M-V functional and the def2-TZVPD basis",
  "elements": ["N", "C", "C", "O", "C", "O", "O", "H", "H", "H", "H", "H", "H", "H"],
  "coordinates": [[1.045, 0.988, -0.727], [0.314, 0.181, 0.260], [-1.199, 0.517, 0.289], [-1.444, 1.602, 1.164], [0.491, -1.345, 0.277], [0.427, -2.103, 1.192], [0.491, -1.765, -1.043], [1.998, 0.631, -0.750], [0.642, 0.844, -1.652], [0.729, 0.570, 1.197], [-1.760, -0.329, 0.667], [-1.447, 0.651, -0.774], [-0.846, 2.286, 0.882], [0.558, -2.728, -0.980]],
  "homo_ev": -9.88,
  "e_above_lowest_ev": 1.4052,
  "smiles": "N[C@@H](CO)C(=O)O",
  "gap_ev": 10.47
}



[3]
{
  "formula": "C43H44Cl2FN6O8PSr",
  "method": "the ωB97M-V functional and the def2-TZVPD basis",
  "elements": ["Sr", "O", "C", "N", "C", "C", "C", "C", "C", "C", "N", "C", "O", "C", "C", "C", "C", "C", "N", "C", "C", "C", "C", "C", "N", "H", "H", "H", "H", "H", "H", "H", "H", "H", "H", "H", "H", "Cl", "C", "Cl", "C", "O", "O", "H", "C", "C", "O", "P", "O", "C", "C", "O", "C", "C", "H", "H", "H", "H", "H", "H", "H", "H", "H", "H", "H", "H", "H", "H", "H", "F", "C", "C", "C", "C", "C", "C", "H", "H", "H", "H", "C", "N", "N", "C", "O", "C", "C", "C", "C", "C", "C", "C", "C", "C", "H", "H", "H", "H", "H", "H", "H", "H", "H", "H", "H", "H"],
  "coordinates": [[0.134, -0.667, -0.357], [-1.230, -4.105, 2.576], [-0.603, -3.140, 2.073], [-1.058, -1.889, 1.814], [-2.190, -1.326, 2.343], [-2.853, -1.823, 3.499], [-3.979, -1.192, 4.006], [-4.650, -0.249, 3.212], [-4.002, 0.371, 2.160], [-2.714, -0.122, 1.762], [-1.913, 0.600, 0.905], [-1.831, 1.948, 0.936], [-2.673, 2.736, 1.391], [-0.604, 2.651, 0.341], [-0.542, 4.022, 0.664], [0.519, 4.777, 0.174], [1.326, 4.113, -0.814], [1.288, 2.737, -0.979], [0.287, 2.018, -0.408], [0.816, -3.445, 1.781], [1.390, -4.551, 2.452], [2.745, -4.821, 2.216], [3.390, -4.060, 1.222], [2.742, -3.028, 0.604], [1.521, -2.665, 0.956], [-2.431, -2.746, 3.871], [-4.316, -1.446, 5.014], [-5.660, 0.090, 3.517], [-4.344, 1.251, 1.581], [-1.377, 4.438, 1.283], [0.792, 5.809, 0.490], [2.066, 4.633, -1.397], [2.019, 2.172, -1.531], [0.788, -5.289, 3.059], [3.320, -5.564, 2.769], [4.432, -4.189, 0.958], [3.278, -2.380, -0.079], [0.017, -5.554, -3.064], [0.057, -3.844, -3.555], [-1.357, -3.588, -4.608], [0.094, -2.919, -2.357], [1.198, -2.201, -2.324], [-0.844, -2.853, -1.486], [0.938, -3.662, -4.148], [5.227, 2.943, 2.845], [4.289, 1.817, 2.390], [3.175, 1.804, 3.331], [1.890, 0.828, 3.168], [2.428, -0.643, 3.585], [2.733, -0.948, 4.961], [3.451, -2.288, 4.915], [1.138, 1.177, 4.528], [0.517, 2.409, 4.947], [-0.342, 1.957, 6.155], [6.213, 2.733, 2.433], [5.217, 3.090, 3.949], [4.889, 3.883, 2.408], [4.780, 0.829, 2.444], [3.935, 1.992, 1.386], [1.766, -0.985, 5.550], [3.420, -0.178, 5.356], [2.802, -3.133, 4.725], [3.902, -2.464, 5.904], [4.252, -2.395, 4.169], [-0.135, 2.751, 4.134], [1.315, 3.168, 5.144], [-1.243, 1.506, 5.768], [-0.609, 2.744, 6.843], [0.104, 1.095, 6.691], [6.537, 1.293, -3.382], [5.480, 0.707, -2.800], [5.509, 0.551, -1.396], [4.375, 0.055, -0.788], [3.230, -0.174, -1.525], [3.222, -0.071, -2.911], [4.340, 0.528, -3.551], [6.411, 0.785, -0.819], [4.272, -0.157, 0.275], [2.299, -0.305, -3.456], [4.281, 0.832, -4.619], [-4.427, 0.355, -6.451], [-3.322, 0.761, -5.590], [-3.086, 0.151, -4.337], [-1.734, 0.444, -3.937], [-1.240, 0.228, -2.854], [-1.164, 1.142, -5.091], [-2.149, 1.367, -5.997], [-2.109, 2.229, -7.200], [-4.167, -0.125, -3.423], [-4.108, -1.232, -2.576], [-5.196, -1.550, -1.720], [-6.294, -0.702, -1.632], [-6.334, 0.439, -2.448], [-5.277, 0.742, -3.275], [-4.883, 1.244, -6.905], [-5.192, -0.234, -5.857], [-4.037, -0.315, -7.268], [-0.086, 1.401, -5.131], [-1.119, 2.674, -7.262], [-2.838, 3.050, -7.151], [-2.328, 1.683, -8.110], [-3.212, -1.854, -2.692], [-5.132, -2.470, -1.154], [-7.111, -0.979, -0.963], [-7.247, 1.063, -2.457], [-5.259, 1.704, -3.797]],
  "homo_ev": -0.96,
  "e_above_lowest_ev": 1.0255,
  "total_charge": -2,
  "gap_ev": 4.51
}



[4]
{
  "formula": "CH5OPS",
  "method": "the ωB97M-V functional and the def2-TZVPD basis",
  "elements": ["C", "O", "P", "S", "H", "H", "H", "H", "H"],
  "coordinates": [[1.410, 0.084, 0.563], [-0.361, -1.596, -1.164], [-1.609, 0.874, -0.203], [-0.054, -0.156, -1.251], [0.991, -0.153, 1.547], [1.732, 1.188, 0.663], [2.020, -0.606, -0.060], [-2.436, 0.346, -1.099], [-1.694, 0.018, 1.003]],
  "homo_ev": -9.06,
  "e_above_lowest_ev": 3.9196,
  "gap_ev": 8.89
}



[5]
{
  "formula": "C47H61BiBrF3N2O3P2S",
  "method": "the ωB97M-V functional and the def2-TZVPD basis",
  "elements": ["Bi", "C", "C", "C", "P", "C", "C", "C", "C", "C", "C", "C", "C", "C", "N", "C", "C", "C", "C", "C", "C", "P", "C", "C", "C", "C", "C", "C", "H", "H", "H", "H", "H", "H", "H", "H", "H", "H", "H", "H", "H", "H", "H", "H", "H", "H", "H", "H", "H", "H", "H", "H", "H", "H", "H", "H", "H", "H", "H", "H", "H", "H", "H", "H", "C", "C", "C", "C", "C", "C", "C", "Br", "C", "O", "C", "C", "C", "C", "C", "C", "H", "H", "H", "H", "H", "H", "H", "H", "H", "H", "H", "H", "H", "H", "H", "H", "H", "H", "H", "H", "F", "C", "F", "F", "C", "O", "O", "S", "C", "N", "C", "C", "C", "C", "C", "C", "H", "H", "H", "H", "H"],
  "coordinates": [[-0.891, -0.076, 0.122], [-0.911, -0.512, 4.517], [0.333, 0.294, 4.172], [1.522, -0.270, 4.946], [0.641, 0.283, 2.316], [1.913, 1.625, 1.988], [3.216, 1.718, 2.776], [1.181, 2.963, 2.110], [1.284, -1.412, 2.123], [2.604, -1.813, 2.245], [2.959, -3.139, 2.059], [1.997, -4.054, 1.667], [0.682, -3.667, 1.510], [0.282, -2.357, 1.791], [-1.000, -1.869, 1.639], [-2.132, -2.609, 1.845], [-2.124, -3.893, 2.425], [-3.263, -4.657, 2.527], [-4.487, -4.151, 2.119], [-4.552, -2.836, 1.703], [-3.408, -2.055, 1.566], [-3.518, -0.278, 1.153], [-4.168, 0.410, 2.797], [-5.680, 0.533, 2.951], [-3.501, 1.750, 3.109], [-5.011, -0.227, 0.021], [-4.876, -1.233, -1.116], [-5.207, 1.169, -0.556], [-1.119, -0.423, 5.583], [-0.760, -1.563, 4.285], [-1.769, -0.158, 3.956], [0.175, 1.347, 4.428], [1.643, -1.329, 4.729], [1.340, -0.160, 6.013], [2.450, 0.234, 4.704], [2.150, 1.467, 0.931], [3.037, 2.049, 3.797], [3.845, 2.469, 2.299], [3.779, 0.791, 2.795], [1.015, 3.231, 3.152], [0.223, 2.928, 1.605], [1.775, 3.751, 1.654], [3.370, -1.096, 2.491], [3.984, -3.449, 2.192], [2.273, -5.077, 1.458], [-0.033, -4.363, 1.102], [-1.203, -4.288, 2.821], [-3.199, -5.655, 2.940], [-5.378, -4.757, 2.172], [-5.521, -2.414, 1.484], [-3.820, -0.336, 3.524], [-6.101, 1.241, 2.241], [-5.889, 0.903, 3.954], [-6.176, -0.429, 2.840], [-3.921, 2.547, 2.496], [-2.430, 1.711, 2.914], [-3.662, 2.002, 4.158], [-5.882, -0.479, 0.632], [-4.067, -0.936, -1.777], [-5.799, -1.251, -1.694], [-4.670, -2.240, -0.759], [-4.437, 1.387, -1.291], [-5.172, 1.939, 0.210], [-6.176, 1.229, -1.048], [5.985, 0.377, -4.652], [5.924, 0.075, -3.147], [6.887, 0.993, -2.380], [6.377, -1.374, -2.944], [4.510, 0.315, -2.639], [3.677, -0.698, -2.202], [2.428, -0.382, -1.706], [1.271, -1.857, -1.216], [1.914, 0.920, -1.559], [0.812, 1.164, -0.914], [2.725, 1.936, -2.146], [3.976, 1.600, -2.632], [2.295, 3.394, -2.329], [2.385, 3.731, -3.830], [0.854, 3.677, -1.904], [3.230, 4.307, -1.520], [6.978, 0.158, -5.041], [5.759, 1.420, -4.860], [5.265, -0.245, -5.182], [7.910, 0.839, -2.719], [6.836, 0.773, -1.315], [6.636, 2.040, -2.527], [7.419, -1.473, -3.247], [5.785, -2.052, -3.555], [6.298, -1.666, -1.898], [3.984, -1.730, -2.239], [4.575, 2.397, -3.043], [1.733, 3.063, -4.393], [3.392, 3.626, -4.224], [2.065, 4.756, -4.004], [0.164, 3.025, -2.434], [0.598, 4.709, -2.138], [0.719, 3.520, -0.838], [4.261, 4.233, -1.859], [3.196, 4.042, -0.464], [2.918, 5.344, -1.620], [-1.810, 4.709, 1.036], [-2.387, 4.162, -0.040], [-3.718, 4.284, 0.134], [-2.065, 4.926, -1.087], [-2.006, 2.655, -0.221], [-2.258, 2.110, -1.279], [-1.514, 2.142, 0.812], [-2.382, -0.901, -4.763], [-1.681, -0.239, -3.318], [-1.578, -1.041, -2.327], [-2.053, -2.290, -2.613], [-2.082, -3.378, -1.746], [-2.603, -4.569, -2.202], [-3.099, -4.686, -3.500], [-3.071, -3.623, -4.379], [-2.550, -2.421, -3.928], [-1.386, 0.792, -3.272], [-1.704, -3.274, -0.742], [-2.618, -5.425, -1.545], [-3.509, -5.628, -3.826], [-3.428, -3.724, -5.392]],
  "homo_ev": -7.07,
  "e_above_lowest_ev": 0.9615,
  "gap_ev": 7.37
}



[6]
{
  "formula": "H26O13",
  "method": "the ωB97M-V functional and the def2-TZVPD basis",
  "elements": ["O", "H", "H", "O", "H", "H", "O", "H", "H", "O", "H", "H", "O", "H", "H", "O", "H", "H", "O", "H", "H", "O", "H", "H", "O", "H", "H", "O", "H", "H", "O", "H", "H", "O", "H", "H", "O", "H", "H"],
  "coordinates": [[-2.292, 2.225, -0.992], [-1.802, 1.837, -0.266], [-3.193, 1.932, -0.858], [1.399, 0.553, -2.229], [1.577, 0.024, -1.451], [2.196, 0.483, -2.754], [-3.125, 0.721, 3.236], [-2.377, 0.174, 2.996], [-3.528, 0.264, 3.975], [-0.575, 0.297, 0.357], [-0.418, -0.324, 1.068], [0.300, 0.534, 0.049], [-1.590, 0.062, -2.882], [-0.661, 0.273, -2.788], [-2.028, 0.604, -2.226], [1.756, 2.220, 1.453], [2.505, 2.792, 1.621], [0.995, 2.798, 1.515], [-1.357, -3.316, 1.065], [-1.486, -3.048, 0.156], [-0.446, -3.092, 1.255], [1.981, -1.142, -0.424], [2.722, -0.956, 0.152], [2.205, -1.973, -0.843], [1.251, -2.927, 1.702], [1.846, -2.255, 1.369], [1.650, -3.217, 2.522], [0.240, 3.021, -2.058], [0.559, 2.141, -2.261], [-0.709, 2.962, -2.169], [-0.764, -0.996, 3.111], [-1.003, -1.784, 2.623], [0.080, -1.207, 3.510], [-1.665, -2.342, -1.536], [-1.568, -1.396, -1.648], [-2.438, -2.567, -2.054], [3.556, 2.019, -1.268], [2.637, 1.754, -1.280], [3.573, 2.849, -1.745]],
  "homo_ev": [-0.30, -7.70],
  "e_above_lowest_ev": 0.0171,
  "total_charge": -1,
  "spin_multiplicity": 2,
  "gap_ev": [3.13, 10.45],
  "s2": 0.7504
}